<one>
C43H36F4N3PY | ωB97M-V/def2-TZVPD

Results
HOMO level (hartree): -0.37094
Orbital gap (Eh): 0.2514

Structure (ORCA input):
```
! wB97M-V def2-TZVPD RIJCOSX def2/J DEFGRID3
* xyz 1 1
Y -1.0509 0.5078 -0.4888
C -2.0890 3.8384 0.1787
N -2.4893 2.4796 0.5705
C -2.8061 2.5002 2.0026
C -3.7219 2.0727 -0.1351
C -3.5736 1.9887 -1.6594
N -2.2982 1.4041 -2.0705
C -2.0586 1.3309 -3.3944
C -0.7947 0.8787 -3.8465
F 0.1160 0.5237 -2.8412
C -0.4091 0.7995 -5.1666
F 0.8266 0.3800 -5.4728
C -1.2825 1.1602 -6.1756
C -2.5414 1.5948 -5.7897
F -3.4211 1.9496 -6.7334
C -2.9288 1.6820 -4.4643
F -4.1893 2.1190 -4.2230
H -2.8983 4.5569 0.3586
H -1.8192 3.8682 -0.8774
H -1.2280 4.1451 0.7746
H -3.6210 3.2050 2.2148
H -1.9347 2.8091 2.5778
H -3.1132 1.5063 2.3319
H -4.5371 2.7795 0.0910
H -4.0022 1.0885 0.2616
H -3.6691 2.9967 -2.0805
H -4.4206 1.3957 -2.0285
H -1.0033 1.1050 -7.2118
C -3.4796 -3.3327 -0.1372
C -3.2567 -3.6952 1.1792
C -2.5027 -2.8832 2.0037
C -1.9492 -1.6887 1.5256
C -2.1558 -1.3052 0.1740
C -2.9262 -2.1553 -0.6244
C -1.1478 -0.8161 2.4021
C -0.9574 -1.0767 3.7808
C -0.2078 -0.2314 4.5456
C 0.4012 0.8984 3.9608
C 1.2128 1.8054 4.6679
C 1.8252 2.8417 4.0163
C 1.6236 3.0313 2.6391
C 0.8060 2.1886 1.9353
C 0.1844 1.0949 2.5743
N -0.5926 0.2592 1.8459
H -4.0833 -3.9563 -0.7829
H -3.6771 -4.6117 1.5610
H -2.3532 -3.1948 3.0234
H -3.1062 -1.8979 -1.6680
H -1.4035 -1.9428 4.2335
H -0.0577 -0.4238 5.5969
H 1.3461 1.6705 5.7298
H 2.4659 3.5257 4.5528
H 2.1124 3.8559 2.1394
H 0.6258 2.3483 0.8712
C 2.0441 -2.8246 3.7454
C 2.6650 -1.6104 3.5030
C 2.5560 -1.0058 2.2631
C 1.8451 -1.6252 1.2365
C 1.2285 -2.8497 1.4873
C 1.3268 -3.4420 2.7338
P 1.5141 -0.7472 -0.3363
C 2.9749 0.3203 -0.5540
C 4.2686 -0.0913 -0.2323
C 5.3237 0.7933 -0.3610
C 5.1065 2.0831 -0.8175
C 3.8269 2.4914 -1.1612
C 2.7662 1.6139 -1.0244
C 1.6720 -2.0581 -1.6028
C 0.5465 -2.8489 -1.8355
C 0.5898 -3.8685 -2.7689
C 1.7468 -4.0868 -3.5022
C 2.8504 -3.2754 -3.3063
C 2.8212 -2.2653 -2.3594
H 2.1188 -3.2869 4.7173
H 3.2238 -1.1202 4.2872
H 3.0281 -0.0476 2.0942
H 0.6711 -3.3432 0.7044
H 0.8283 -4.3823 2.9185
H 4.4397 -1.0956 0.1260
H 6.3223 0.4745 -0.0996
H 5.9326 2.7701 -0.9055
H 3.6606 3.4918 -1.5299
H 1.7609 1.9341 -1.2928
H -0.3714 -2.6572 -1.2849
H -0.2816 -4.4833 -2.9354
H 1.7806 -4.8790 -4.2330
H 3.7407 -3.4204 -3.9006
H 3.6842 -1.6313 -2.2215
*
```

These are the Mulliken partial charges, in e, on atoms 1 to 8: number 1, Y, carries -0.15; number 2, C, carries -1.23; number 3, N, carries 1.04; number 4, C, carries -1.45; number 5, C, carries -1.31; number 6, C, carries -1.15; number 7, N, carries 0.52; number 8, C, carries -0.11

***

<two>
C43H36F4N3PY | ωB97M-V/def2-TZVPD

Results
HOMO level (hartree): -0.37920
Orbital gap (Eh): 0.2678

Structure (ORCA input):
```
! wB97M-V def2-TZVPD RIJCOSX def2/J DEFGRID3
* xyz 1 1
Y 0.0616 -0.4206 1.1509
C -3.0752 1.1999 2.6371
N -2.6662 0.1093 1.7439
C -3.3915 0.2772 0.4741
C -3.0700 -1.1734 2.3723
C -2.3730 -2.3654 1.7362
N -0.9285 -2.2297 1.9140
C -0.2871 -3.0669 2.8002
C 0.7581 -2.5216 3.5532
F 1.0042 -1.1732 3.3707
C 1.5212 -3.2387 4.4443
F 2.4939 -2.6225 5.1190
C 1.2630 -4.5821 4.6466
C 0.2371 -5.1530 3.9162
F -0.0308 -6.4520 4.0640
C -0.5188 -4.4312 3.0073
F -1.4515 -5.0759 2.2857
H -4.1485 1.1422 2.8568
H -2.5328 1.1415 3.5815
H -2.8791 2.1644 2.1675
H -4.4741 0.3235 0.6485
H -3.0809 1.2001 -0.0168
H -3.1907 -0.5539 -0.1988
H -2.7893 -1.1285 3.4270
H -4.1633 -1.2716 2.3212
H -2.7647 -3.2855 2.1689
H -2.6252 -2.4194 0.6707
H 1.8468 -5.1672 5.3401
C 3.9155 -2.4998 -0.4399
C 4.8319 -1.4581 -0.4556
C 4.4444 -0.1933 -0.0510
C 3.1326 0.0332 0.3716
C 2.1807 -1.0066 0.4133
C 2.6169 -2.2667 -0.0021
C 2.7103 1.3910 0.7898
C 3.5355 2.5303 0.5703
C 3.1174 3.7684 0.9417
C 1.8704 3.9262 1.5929
C 1.3696 5.1729 2.0260
C 0.1663 5.2520 2.6723
C -0.5719 4.0788 2.9232
C -0.1028 2.8613 2.5097
C 1.1196 2.7600 1.8193
N 1.5284 1.5272 1.3860
H 4.2170 -3.4897 -0.7566
H 5.8496 -1.6312 -0.7784
H 5.1854 0.5934 -0.0623
H 1.9245 -3.1062 0.0101
H 4.4857 2.4107 0.0768
H 3.7351 4.6367 0.7497
H 1.9580 6.0628 1.8427
H -0.2114 6.2073 3.0075
H -1.5090 4.1390 3.4613
H -0.6637 1.9626 2.7458
C 3.2371 -1.1437 -4.1888
C 3.2229 0.0172 -3.4266
C 2.0893 0.3660 -2.7153
C 0.9560 -0.4435 -2.7645
C 0.9706 -1.6015 -3.5329
C 2.1122 -1.9488 -4.2425
P -0.4691 0.0162 -1.7367
C -0.7391 1.7646 -2.1286
C -0.6492 2.2477 -3.4353
C -0.8144 3.5977 -3.6926
C -1.0571 4.4823 -2.6476
C -1.1349 4.0162 -1.3452
C -0.9774 2.6610 -1.0921
C -1.8617 -0.9376 -2.3862
C -1.9544 -2.2682 -1.9773
C -3.0104 -3.0594 -2.4001
C -3.9924 -2.5191 -3.2199
C -3.9124 -1.1928 -3.6185
C -2.8494 -0.4019 -3.2068
H 4.1251 -1.4160 -4.7430
H 4.0982 0.6514 -3.3827
H 2.0858 1.2769 -2.1256
H 0.0941 -2.2326 -3.5941
H 2.1155 -2.8487 -4.8423
H -0.4306 1.5652 -4.2480
H -0.7440 3.9637 -4.7075
H -1.1789 5.5373 -2.8539
H -1.3101 4.7009 -0.5258
H -1.0334 2.3182 -0.0627
H -1.1960 -2.6969 -1.3262
H -3.0688 -4.0920 -2.0838
H -4.8221 -3.1318 -3.5450
H -4.6796 -0.7699 -4.2526
H -2.8019 0.6339 -3.5160
*
```

These are the Mulliken partial charges, in e, on atoms 1 to 8: number 1, Y, carries 0.22; number 2, C, carries -1.53; number 3, N, carries 1.09; number 4, C, carries -1.00; number 5, C, carries -1.30; number 6, C, carries -0.62; number 7, N, carries 0.63; number 8, C, carries -0.31

***

Here is how they stack up, most stable first: <one>, <two>.

***

<one>
C5H11O3 | ωB97M-V/def2-TZVPD

Results
HOMO level (hartree): -0.14083
Orbital gap (Eh): 0.2599

Structure (ORCA input):
```
! wB97M-V def2-TZVPD RIJCOSX def2/J DEFGRID3
* xyz -1 1
C -1.1371 -0.7153 -0.7788
C -1.2246 0.6388 -0.1030
C -1.9018 -1.7835 0.0074
O -1.6973 -0.5883 -2.1313
H -0.1160 -0.9469 -1.0811
H -0.5874 0.7057 0.8080
H -2.8104 -1.2977 0.3312
H -2.3447 -2.5280 -0.7156
H -1.2396 -2.4709 0.5459
H -2.6452 -0.4865 -2.1530
H -2.2208 0.7520 0.3071
H -0.8686 1.4925 -0.6640
C 2.5932 0.7828 1.4424
C 2.7376 1.3524 -0.0540
O 3.2997 0.6439 -0.9104
O 2.3664 2.5421 -0.1318
H 3.6244 0.4521 1.5565
H 2.0404 -0.1078 1.6685
H 2.1321 1.5627 2.0560
*
```

These are the Mulliken partial charges, in e, on atoms 1 to 8: number 1, C, carries 0.45; number 2, C, carries -1.21; number 3, C, carries -1.21; number 4, O, carries -0.57; number 5, H, carries 0.32; number 6, H, carries 0.27; number 7, H, carries 0.33; number 8, H, carries 0.32

***

<two>
C5H11O3 | ωB97M-V/def2-TZVPD

Results
HOMO level (hartree): -0.16430
Orbital gap (Eh): 0.3106

Structure (ORCA input):
```
! wB97M-V def2-TZVPD RIJCOSX def2/J DEFGRID3
* xyz -1 1
C 1.3555 2.4873 -2.0112
C 0.8085 1.6625 -0.8419
O 1.4739 1.5909 0.2027
O -0.3230 1.1314 -1.0574
H 2.4231 2.6487 -1.9662
H 0.9222 3.4989 -1.9233
H 0.9002 2.0820 -2.9112
C -0.4524 -1.3165 0.9337
C -0.7380 -2.0928 2.2062
C -0.0182 -2.2937 -0.1776
O -1.6535 -0.6623 0.5282
H 0.3215 -0.5576 1.0741
H 0.1676 -2.5899 2.5555
H -0.9302 -2.8068 -0.4770
H 0.3669 -1.7390 -1.0364
H 0.7859 -2.9496 0.1476
H -1.3523 0.0256 -0.0845
H -1.4912 -2.8613 1.9880
H -1.2026 -1.4715 2.9540
*
```

These are the Mulliken partial charges, in e, on atoms 1 to 8: number 1, C, carries -1.03; number 2, C, carries 0.68; number 3, O, carries -0.73; number 4, O, carries -0.85; number 5, H, carries 0.32; number 6, H, carries 0.23; number 7, H, carries 0.29; number 8, C, carries 0.70

***

Here is how they stack up, most stable first: <two>, <one>.

***

<one>
C10H19N3O4 | ωB97M-V/def2-TZVPD

Results
HOMO level (hartree): -0.32839
Orbital gap (Eh): 0.3469

Structure (ORCA input):
```
! wB97M-V def2-TZVPD RIJCOSX def2/J DEFGRID3
* xyz 0 1
C 2.9183 1.3848 -0.7801
C 2.3643 0.6077 0.4305
C 3.4940 0.2404 1.3702
C 1.5621 -0.5997 0.0088
N 2.2249 -1.4408 -0.9732
C 0.1946 -0.2989 -0.6265
O -0.1610 -0.6876 -1.7031
N -0.5061 0.6549 0.0668
C -1.8455 1.0125 -0.4159
C -3.0038 0.2793 0.2189
C -3.1603 -1.2024 -0.2229
C -2.1316 -2.1203 0.4960
N -1.7790 -3.2801 -0.1196
O -1.7992 -1.7958 1.6200
C -2.0510 2.5223 -0.0999
O -3.0129 3.1401 -0.4711
O -1.0407 3.0067 0.6323
H 2.1322 2.0205 -1.2375
H 3.3534 0.7546 -1.5578
H 3.5829 2.1884 -0.4846
H 1.7434 1.2976 0.9708
H 4.2867 -0.4083 0.9645
H 3.2226 -0.2900 2.2820
H 4.0624 1.1492 1.6159
H 1.2741 -1.2025 0.9018
H 1.5913 -1.7373 -1.7208
H 2.8062 -2.1497 -0.6219
H -0.1600 1.2092 0.8198
H -1.8486 0.9010 -1.5172
H -3.9456 0.8566 0.1184
H -2.7536 0.2770 1.3091
H -3.1534 -1.3937 -1.3322
H -4.1485 -1.5682 0.0296
H -1.2309 -3.9712 0.4068
H -1.8056 -3.3511 -1.1224
H -1.2763 3.9949 0.7446
*
```

These are the Mulliken partial charges, in e, on atoms 1 to 8: number 1, C, carries -1.53; number 2, C, carries 0.77; number 3, C, carries -1.79; number 4, C, carries -0.04; number 5, N, carries -0.55; number 6, C, carries 0.39; number 7, O, carries -0.70; number 8, N, carries 0.00

***

<two>
C10H19N3O4 | ωB97M-V/def2-TZVPD

Results
HOMO level (hartree): -0.35073
Orbital gap (Eh): 0.3727

Structure (ORCA input):
```
! wB97M-V def2-TZVPD RIJCOSX def2/J DEFGRID3
* xyz 0 1
C 3.4581 0.3207 0.3203
C 3.1510 1.0556 -1.0316
C 2.4379 2.4346 -1.0558
C 2.5671 3.4734 0.1419
C 0.8914 2.0301 -1.3498
N -0.0216 3.2340 -1.1919
C 0.3896 0.9825 -0.2774
O 0.6828 1.1138 0.8730
N -0.5344 0.0805 -0.8062
C -1.2530 -0.7534 0.1453
C -2.4572 -1.4560 -0.4214
C -3.4871 -2.3064 0.3381
N -2.9289 -3.1814 1.2875
O -4.6492 -2.1011 0.2632
C -0.0449 -1.6608 0.6940
O 0.0256 -2.7197 0.1205
O 0.6927 -1.3704 1.7231
H 2.8474 -0.6438 0.3487
H 4.4869 0.0306 0.4916
H 3.0924 0.9341 1.1199
H 2.4741 0.3788 -1.5751
H 4.0646 1.1526 -1.5911
H 2.9842 2.8832 -1.8773
H 1.6612 4.2013 0.2029
H 3.4171 4.0665 0.2203
H 2.5213 2.8584 1.1705
H 1.0166 1.3848 -2.2550
H 0.4808 4.0693 -1.6614
H -0.4273 3.4601 -0.2455
H -1.0476 0.3934 -1.6596
H -1.4510 -0.0465 0.9393
H -1.9560 -2.0145 -1.3208
H -3.1294 -0.7339 -0.9832
H -1.9975 -3.4258 1.3210
H -3.6441 -3.6001 1.8508
H 1.0702 -0.3809 1.6176
*
```

These are the Mulliken partial charges, in e, on atoms 1 to 8: number 1, C, carries -0.95; number 2, C, carries -0.66; number 3, C, carries 0.02; number 4, C, carries -1.20; number 5, C, carries -0.10; number 6, N, carries -0.74; number 7, C, carries 0.02; number 8, O, carries -0.73

***

Here is how they stack up, most stable first: <one>, <two>.

***

<one>
C4H9NO | ωB97M-V/def2-TZVPD

Results
HOMO level (alpha / beta) (hartree): 0.01457 / -0.08768
<S²>: 0.77
Orbital gap (alpha / beta) (Eh): 0.0871 / 0.1892

Structure (ORCA input):
```
! wB97M-V def2-TZVPD RIJCOSX def2/J DEFGRID3
* xyz -1 2
C -1.1424 -2.1409 0.6806
C -0.5057 -1.7927 -0.6279
C 0.8607 -1.8560 -0.8791
N 1.7018 -0.8325 -1.3756
C 2.5607 -0.4317 -0.4724
H -2.1516 -2.5707 0.5357
H -0.5418 -2.7974 1.3084
H -1.4761 -1.2558 1.2796
H -1.0213 -0.9961 -1.1850
H 1.3980 -2.8080 -0.8661
H 3.4499 0.0527 -0.8724
H 2.2853 -0.6197 0.5588
H -2.2928 5.4534 0.8781
H -1.3333 6.6215 0.7845
O -1.7913 5.9738 0.2529
*
```

These are the Mulliken partial charges, in e, on atoms 1 to 8: number 1, C, carries -0.98; number 2, C, carries -0.39; number 3, C, carries -0.58; number 4, N, carries -0.62; number 5, C, carries -0.72; number 6, H, carries 0.29; number 7, H, carries 0.42; number 8, H, carries 0.21

***

<two>
C4H9NO | ωB97M-V/def2-TZVPD

Results
HOMO level (alpha / beta) (hartree): 0.01843 / -0.10971
<S²>: 0.75
Orbital gap (alpha / beta) (Eh): 0.1308 / 0.2563

Structure (ORCA input):
```
! wB97M-V def2-TZVPD RIJCOSX def2/J DEFGRID3
* xyz -1 2
C -1.3311 2.4114 -0.9684
C 0.5553 2.1149 0.3103
N -0.3348 2.9371 -0.0486
H -2.2887 2.8838 -0.7571
H -1.0781 2.7262 -1.9843
H -1.3871 1.3204 -0.9284
H 1.3708 2.4509 0.9460
H 0.5610 1.0884 -0.0370
O -1.0726 -1.7141 0.7496
C -0.1982 -2.4343 0.1209
C 1.1897 -2.6480 0.6731
H -0.5815 -3.1013 -0.6669
H 1.9909 -2.6414 -0.0633
H 1.3337 -1.8197 1.3637
H 1.2706 -3.5744 1.2905
*
```

These are the Mulliken partial charges, in e, on atoms 1 to 8: number 1, C, carries -0.62; number 2, C, carries -0.10; number 3, N, carries -0.48; number 4, H, carries 0.22; number 5, H, carries 0.23; number 6, H, carries 0.30; number 7, H, carries 0.27; number 8, H, carries 0.14

***

<three>
C4H9NO | ωB97M-V/def2-TZVPD

Results
HOMO level (alpha / beta) (hartree): 0.01647 / -0.12152
<S²>: 0.75
Orbital gap (alpha / beta) (Eh): 0.1359 / 0.2704

Structure (ORCA input):
```
! wB97M-V def2-TZVPD RIJCOSX def2/J DEFGRID3
* xyz -1 2
C 1.1518 0.9952 1.2468
N -0.1972 0.4842 0.9576
C 0.2988 -1.4642 -0.5301
C -0.3304 -0.0803 -0.3945
C -1.7110 0.0628 -0.9561
O -2.2186 -0.6979 -1.8442
H 1.3076 2.0188 0.9099
H 1.2760 0.9366 2.3415
H 1.8456 0.2527 0.8369
H -0.8664 1.2397 1.0729
H 0.1688 -2.0384 0.3887
H -0.2388 -1.9823 -1.3383
H 1.3396 -1.4061 -0.8332
H 0.2894 0.6074 -1.0728
H -2.1151 1.0717 -0.7852
*
```

These are the Mulliken partial charges, in e, on atoms 1 to 8: number 1, C, carries -0.90; number 2, N, carries -0.55; number 3, C, carries -1.49; number 4, C, carries 0.84; number 5, C, carries -0.88; number 6, O, carries -0.47; number 7, H, carries 0.28; number 8, H, carries 0.33

***

Here is how they stack up, most stable first: <three>, <two>, <one>.

***

<one>
H12O6 | ωB97M-V/def2-TZVPD

Results
HOMO level (hartree): -0.39822
Orbital gap (Eh): 0.4007

Structure (ORCA input):
```
! wB97M-V def2-TZVPD RIJCOSX def2/J DEFGRID3
* xyz 0 1
O 38.7320 12.7110 9.4570
H 39.0470 12.0250 10.1700
H 39.4050 13.3510 9.3710
O 36.2080 14.8410 9.8650
H 36.5810 15.2840 9.0760
H 35.9630 13.8960 9.6090
O 36.0320 12.0920 8.7390
H 35.4540 11.5700 9.3560
H 36.9240 12.3260 9.1700
O 34.1880 10.9340 10.3380
H 33.9130 9.9440 10.5070
H 34.4250 11.3850 11.1310
O 36.3160 13.6130 6.2220
H 36.0250 13.3390 7.1590
H 37.2200 13.5610 6.1170
O 36.0790 9.4030 8.4200
H 36.1460 10.3890 8.3280
H 35.1960 9.0490 8.5120
*
```

These are the Mulliken partial charges, in e, on atoms 1 to 8: number 1, O, carries -0.63; number 2, H, carries 0.31; number 3, H, carries 0.29; number 4, O, carries -0.66; number 5, H, carries 0.32; number 6, H, carries 0.39; number 7, O, carries -0.99; number 8, H, carries 0.52

***

<two>
H12O6 | ωB97M-V/def2-TZVPD

Results
HOMO level (hartree): -0.42110
Orbital gap (Eh): 0.4341

Structure (ORCA input):
```
! wB97M-V def2-TZVPD RIJCOSX def2/J DEFGRID3
* xyz 0 1
O 2.4752 1.9348 3.6243
H 2.0943 2.8095 3.5463
H 2.2234 1.6406 4.4996
O -2.8855 3.2725 -1.5757
H -2.0172 2.9433 -1.8079
H -3.0415 2.9363 -0.6932
O 0.8627 -1.5616 0.5420
H 1.3646 -1.4331 1.3469
H 1.2289 -0.9262 -0.0731
O -1.1109 -2.7139 -4.0421
H -0.3356 -2.6940 -3.4811
H -1.1577 -3.6173 -4.3549
O 2.3996 2.1433 -2.5401
H 2.9876 1.8904 -3.2517
H 2.7231 2.9974 -2.2534
O -2.4770 -3.2847 3.8660
H -1.9777 -2.9186 3.1360
H -3.3562 -3.4186 3.5120
*
```

These are the Mulliken partial charges, in e, on atoms 1 to 8: number 1, O, carries -0.64; number 2, H, carries 0.32; number 3, H, carries 0.32; number 4, O, carries -0.64; number 5, H, carries 0.32; number 6, H, carries 0.32; number 7, O, carries -0.64; number 8, H, carries 0.32

***

Here is how they stack up, most stable first: <two>, <one>.